[1]
{"formula": "C14H17Cl2F3O12", "method": "ωB97M-V with the def2-TZVPD basis set", "orbital_gap_ev": 11.09, "smiles": "O=C1OC[C@@H](F)O1.O=C1OC[C@@H](F)O1.O=C1OC[C@@H](F)O1.C[C@H]1COC(=O)O1.ClCCl", "e_homo_ev": -10.9426, "elements": ["O", "C", "O", "C", "C", "F", "O", "H", "H", "H", "O", "C", "O", "C", "C", "F", "O", "H", "H", "H", "O", "C", "O", "C", "C", "F", "O", "H", "H", "H", "C", "C", "C", "O", "C", "O", "O", "H", "H", "H", "H", "H", "H", "Cl", "C", "Cl", "H", "H"], "xyz": [[22.994, -1.393, 7.823], [22.069, -2.160, 7.880], [22.088, -3.463, 7.543], [20.823, -4.054, 7.549], [19.930, -2.873, 8.086], [19.390, -3.325, 9.228], [20.860, -1.877, 8.465], [20.520, -4.484, 6.593], [20.718, -4.773, 8.361], [19.110, -2.554, 7.443], [15.142, -4.501, 7.818], [15.727, -4.592, 6.749], [16.874, -3.907, 6.441], [17.461, -4.476, 5.304], [16.264, -5.133, 4.724], [16.486, -6.396, 4.431], [15.398, -5.254, 5.684], [17.933, -3.728, 4.667], [18.286, -5.166, 5.483], [15.984, -4.612, 3.808], [13.269, -7.439, 10.149], [13.094, -6.858, 11.184], [13.795, -7.063, 12.376], [13.554, -5.930, 13.310], [12.109, -5.735, 12.791], [11.676, -4.667, 13.218], [12.203, -5.912, 11.425], [13.555, -6.276, 14.343], [14.366, -5.222, 13.143], [11.537, -6.558, 13.220], [20.857, -9.454, 12.241], [19.478, -10.069, 12.162], [19.244, -10.344, 10.659], [19.358, -11.741, 10.759], [19.260, -12.291, 12.066], [19.187, -13.502, 12.370], [19.416, -11.275, 12.896], [20.935, -8.884, 13.166], [20.964, -8.688, 11.473], [21.770, -10.047, 12.279], [18.769, -9.327, 12.528], [19.958, -9.845, 10.003], [18.225, -10.097, 10.363], [18.118, -6.051, 8.939], [16.693, -6.684, 9.941], [17.336, -7.028, 11.555], [15.869, -5.991, 10.110], [16.398, -7.582, 9.398]]}

***

[2]
{"formula": "C14H17Cl2N2OSTi", "method": "ωB97M-V with the def2-TZVPD basis set", "multiplicity": 3, "orbital_gap_ev": [4.69, 7.77], "de_lowest_kj_mol": 21.4, "s_squared": 2.02, "e_homo_ev": [-1.9240, -5.0136], "total_charge": -1, "elements": ["Ti", "S", "C", "C", "C", "C", "C", "N", "H", "H", "H", "H", "Cl", "C", "H", "H", "Cl", "C", "C", "C", "C", "N", "C", "H", "H", "H", "H", "C", "C", "C", "O", "H", "H", "H", "H", "H", "H", "H"], "xyz": [[-0.333, 0.148, -0.665], [-0.360, 2.554, -1.806], [-1.773, 2.573, -0.834], [-2.670, 3.646, -0.688], [-3.745, 3.508, 0.162], [-3.935, 2.317, 0.870], [-3.024, 1.301, 0.678], [-1.984, 1.427, -0.152], [-2.494, 4.556, -1.242], [-4.442, 4.329, 0.285], [-4.768, 2.187, 1.546], [-3.098, 0.349, 1.189], [-0.435, -2.265, -2.846], [-1.457, -0.856, -2.216], [-2.380, -1.344, -1.897], [-1.665, -0.272, -3.113], [4.443, 1.217, 1.905], [3.748, 0.674, 0.392], [4.603, 0.341, -0.670], [3.946, -0.070, -1.860], [2.587, -0.149, -1.918], [1.762, 0.148, -0.857], [2.392, 0.597, 0.293], [5.675, 0.406, -0.578], [4.518, -0.335, -2.739], [2.083, -0.486, -2.815], [1.766, 0.866, 1.137], [0.943, -2.938, 0.818], [0.180, -1.892, 1.624], [-0.778, -2.536, 2.622], [-0.539, -1.053, 0.770], [1.525, -3.595, 1.469], [1.620, -2.440, 0.122], [0.242, -3.540, 0.236], [0.914, -1.292, 2.186], [-1.498, -3.158, 2.086], [-1.325, -1.762, 3.162], [-0.244, -3.158, 3.343]]}

***

Max |F| list, top to bottom, in eV Å⁻¹: 7.3 0.8